(1)
{"formula": "C42H42N9O4SSbY", "method": "ωB97M-V with the def2-TZVPD basis set", "charge": 1, "molar_mass_da": 979.59, "de_lowest_kj_mol": 83.4, "lumo_ev": -2.97, "orbital_gap_ev": 7.654, "elements": ["Y", "O", "C", "O", "C", "C", "C", "C", "C", "N", "C", "O", "O", "H", "H", "H", "C", "C", "N", "N", "C", "N", "S", "C", "C", "C", "C", "C", "N", "H", "H", "H", "H", "H", "H", "H", "H", "H", "H", "N", "C", "C", "C", "C", "C", "N", "C", "H", "H", "H", "H", "N", "N", "H", "H", "H", "H", "C", "C", "C", "C", "C", "C", "C", "Sb", "C", "C", "C", "C", "C", "C", "C", "C", "C", "C", "C", "C", "C", "C", "H", "H", "H", "H", "H", "H", "H", "H", "H", "H", "H", "H", "H", "H", "H", "H", "H", "H", "H", "H", "H"], "positions_angstrom": [[-1.286, -0.117, 0.216], [-2.350, -4.112, 1.341], [-1.613, -3.152, 1.151], [-1.469, -2.481, 0.060], [-0.714, -2.626, 2.246], [-0.211, -3.365, 3.292], [0.821, -2.806, 4.046], [1.333, -1.560, 3.705], [0.748, -0.886, 2.649], [-0.279, -1.394, 1.984], [1.276, 0.406, 2.068], [2.112, 1.033, 2.678], [0.743, 0.703, 0.908], [-0.590, -4.363, 3.472], [1.258, -3.366, 4.863], [2.179, -1.113, 4.209], [-5.023, -2.453, 2.405], [-4.299, -1.346, 1.706], [-3.886, -1.359, 0.509], [-4.094, -2.427, -0.299], [-3.532, -2.328, -1.535], [-3.524, -3.454, -2.231], [-2.939, -0.870, -2.174], [-4.143, 0.024, 2.309], [-4.874, 0.412, 3.414], [-4.891, 1.757, 3.771], [-4.182, 2.661, 3.011], [-3.425, 2.172, 1.958], [-3.385, 0.887, 1.613], [-4.576, -3.418, 2.165], [-6.076, -2.459, 2.111], [-4.973, -2.340, 3.486], [-4.194, -3.343, 0.124], [-3.716, -4.346, -1.801], [-3.076, -3.443, -3.131], [-5.464, -0.309, 3.961], [-5.472, 2.086, 4.625], [-4.181, 3.719, 3.232], [-2.803, 2.840, 1.372], [1.493, 5.943, 3.156], [0.978, 4.964, 3.466], [0.310, 3.732, 3.835], [0.249, 3.295, 5.150], [-0.398, 2.102, 5.413], [-0.945, 1.398, 4.353], [-0.880, 1.806, 3.083], [-0.262, 2.958, 2.839], [0.705, 3.876, 5.941], [-0.469, 1.713, 6.421], [-1.451, 0.452, 4.528], [-0.194, 3.276, 1.806], [-1.426, 3.192, -0.555], [-1.994, 1.993, -1.120], [-1.707, 3.999, -1.104], [-0.416, 3.115, -0.637], [-1.813, 1.908, -2.118], [-3.002, 2.044, -1.011], [0.128, -2.457, -3.925], [0.781, -1.338, -4.704], [0.939, -1.467, -6.082], [1.575, -0.488, -6.831], [2.076, 0.643, -6.204], [1.926, 0.792, -4.830], [1.273, -0.182, -4.071], [1.098, -0.062, -1.941], [2.450, -1.622, -1.477], [1.945, -2.640, -0.664], [2.717, -3.755, -0.361], [4.001, -3.851, -0.879], [4.501, -2.841, -1.690], [3.745, -1.714, -2.005], [4.352, -0.662, -2.902], [1.986, 1.854, -1.661], [1.238, 2.858, -2.293], [1.529, 4.205, -2.127], [2.590, 4.564, -1.304], [3.335, 3.577, -0.681], [3.056, 2.214, -0.834], [3.930, 1.239, -0.085], [-0.253, -3.227, -4.598], [-0.710, -2.099, -3.317], [0.840, -2.938, -3.249], [0.562, -2.359, -6.572], [1.687, -0.615, -7.901], [2.588, 1.407, -6.777], [2.346, 1.668, -4.359], [0.930, -2.588, -0.283], [2.313, -4.542, 0.266], [4.618, -4.712, -0.654], [5.507, -2.920, -2.089], [5.423, -0.576, -2.714], [3.909, 0.320, -2.754], [4.216, -0.921, -3.955], [0.421, 2.586, -2.958], [0.944, 4.962, -2.638], [2.832, 5.608, -1.145], [4.157, 3.863, -0.032], [4.009, 1.538, 0.961], [4.936, 1.231, -0.514], [3.550, 0.220, -0.106]], "lowdin_charge": [1.38, 0.05, -0.59, -0.20, -0.17, 0.03, -0.01, 0.03, -0.18, 0.06, -0.60, 0.09, -0.26, 0.13, 0.12, 0.13, 0.00, -0.25, 0.01, 0.01, -0.82, 0.16, 0.63, -0.21, 0.00, -0.03, -0.04, -0.15, 0.04, 0.07, 0.11, 0.08, 0.13, 0.13, 0.11, 0.11, 0.12, 0.12, 0.08, 0.17, -0.16, -0.19, 0.01, -0.03, -0.12, 0.06, -0.10, 0.13, 0.11, 0.12, 0.11, -0.02, -0.14, 0.09, 0.04, 0.06, 0.07, -0.07, -0.30, -0.05, -0.07, -0.08, -0.13, -0.31, 1.57, -0.34, -0.14, -0.08, -0.07, -0.04, -0.29, -0.05, -0.34, -0.21, -0.10, -0.06, -0.03, -0.28, -0.04, 0.08, 0.01, 0.07, 0.11, 0.11, 0.11, 0.09, 0.06, 0.10, 0.11, 0.12, 0.09, 0.04, 0.09, 0.09, 0.11, 0.11, 0.12, 0.08, 0.09, 0.05]}

---

(2)
{"formula": "C42H42O2P2W", "method": "ωB97M-V with the def2-TZVPD basis set", "s2": 2.017, "charge": 2, "molar_mass_da": 824.58, "multiplicity": 3, "lumo_ev": [-6.93, -8.60], "orbital_gap_ev": [5.716, 4.029], "elements": ["W", "C", "C", "C", "C", "C", "C", "C", "C", "C", "H", "H", "H", "H", "H", "H", "H", "H", "H", "H", "H", "H", "H", "H", "H", "P", "P", "C", "C", "C", "C", "C", "C", "C", "C", "C", "C", "C", "C", "C", "C", "C", "C", "C", "C", "C", "C", "C", "C", "C", "C", "C", "C", "H", "H", "H", "H", "H", "H", "H", "H", "H", "H", "H", "H", "H", "H", "H", "H", "H", "H", "H", "H", "H", "H", "O", "C", "O", "C", "C", "C", "C", "C", "C", "H", "H", "H", "H", "H"], "positions_angstrom": [[-0.079, 0.137, 0.944], [-0.768, -0.707, 2.694], [-1.897, -0.538, 1.657], [-2.890, 0.593, 1.735], [-2.368, 2.022, 1.383], [-0.889, 2.098, 1.082], [0.124, 1.838, 2.142], [-0.307, 1.637, 3.597], [-0.797, 0.182, 3.909], [1.757, -0.377, 1.642], [-0.570, -1.769, 2.890], [-2.343, -1.518, 1.496], [-3.378, 0.582, 2.735], [-3.761, 0.374, 1.070], [-3.013, 2.419, 0.552], [-2.621, 2.716, 2.217], [-0.651, 2.860, 0.339], [1.130, 2.227, 1.946], [-1.089, 2.361, 3.942], [0.507, 1.824, 4.328], [-0.194, -0.248, 4.750], [-1.803, 0.169, 4.402], [1.893, -0.475, 2.722], [2.509, 0.334, 1.278], [1.864, -1.358, 1.134], [-0.145, -1.947, -3.630], [1.391, 0.573, -3.482], [-1.012, -0.423, -4.122], [-0.327, 0.749, -4.006], [-0.665, -3.096, -4.988], [-1.775, -2.871, -5.804], [-2.154, -3.841, -6.731], [-1.407, -5.019, -6.850], [-0.298, -5.247, -6.026], [0.072, -4.284, -5.092], [-1.367, -2.468, -2.367], [-1.580, -1.436, -1.420], [-2.839, -1.380, -0.815], [-3.407, -2.645, -0.482], [-3.121, -3.746, -1.305], [-2.158, -3.631, -2.329], [2.202, 0.886, -5.161], [2.015, -0.036, -6.211], [2.529, 0.229, -7.484], [3.259, 1.408, -7.706], [3.479, 2.312, -6.660], [2.953, 2.043, -5.394], [1.721, 2.123, -2.589], [2.961, 2.204, -1.919], [3.272, 3.343, -1.177], [2.319, 4.366, -1.044], [1.063, 4.255, -1.656], [0.750, 3.119, -2.400], [-2.076, -0.431, -4.386], [-0.780, 1.725, -4.253], [-2.363, -1.965, -5.701], [-3.031, -3.673, -7.353], [-1.685, -5.762, -7.599], [0.277, -6.170, -6.104], [0.910, -4.443, -4.420], [-0.737, -0.704, -1.277], [-3.349, -0.432, -0.541], [-4.016, -2.760, 0.426], [-3.665, -4.690, -1.179], [-2.020, -4.457, -3.043], [1.452, -0.953, -6.032], [2.362, -0.476, -8.306], [3.658, 1.621, -8.699], [4.047, 3.231, -6.822], [3.111, 2.757, -4.589], [3.669, 1.373, -1.989], [4.255, 3.433, -0.707], [2.550, 5.250, -0.443], [0.316, 5.050, -1.557], [-0.249, 3.035, -2.825], [0.064, -0.118, 6.972], [0.316, 0.938, 7.612], [0.370, 2.133, 7.244], [0.567, 0.680, 9.113], [0.562, 1.707, 10.090], [0.720, 1.389, 11.446], [0.841, 0.045, 11.866], [0.950, -0.969, 10.896], [0.878, -0.631, 9.532], [0.435, 2.747, 9.784], [0.687, 2.191, 12.188], [0.805, -0.180, 12.940], [1.048, -2.015, 11.208], [1.025, -1.404, 8.772]], "mulliken_spin": [0.00, 0.00, 0.00, 0.00, 0.00, 0.00, 0.00, -0.01, 0.00, 0.00, 0.00, 0.00, 0.00, 0.00, 0.00, 0.00, 0.00, 0.00, 0.00, 0.00, 0.00, 0.00, 0.00, 0.00, 0.00, 0.22, 0.28, -0.04, 0.05, 0.02, 0.01, 0.00, 0.01, 0.00, 0.02, 0.04, 0.06, -0.02, 0.03, -0.01, 0.04, 0.07, 0.03, -0.01, 0.04, -0.01, 0.03, 0.06, 0.05, -0.01, 0.03, -0.01, 0.02, 0.00, 0.01, 0.00, 0.00, 0.00, 0.00, 0.00, -0.02, 0.00, 0.00, 0.00, 0.00, 0.00, 0.00, 0.00, 0.00, 0.01, 0.00, 0.00, 0.00, 0.00, 0.00, 0.06, 0.02, 0.81, 0.08, 0.01, -0.01, 0.02, 0.01, 0.01, 0.00, 0.00, 0.00, 0.00, 0.00]}